1.
Molecular formula: C27H49IrNP2
Method: DFT, the ωB97M-V functional and the def2-TZVPD basis

Results
<S²>: 8.772
Net charge: +2
Frontier orbital gap (alpha / beta), eV: 6.9 / 5.5
Lowest unoccupied orbital energy (alpha / beta), Ha: -0.2058 / -0.2947
ΔE to the lowest compared entry with this formula, charge and spin, kcal per mole: 3.32
2S+1: 6

The geometry in XYZ format:
```
80
C27H49IrNP2 (the ωB97M-V functional and the def2-TZVPD basis)
P -3.299 0.677 -0.995
P -1.660 -1.672 -3.580
C -3.451 0.336 -2.840
C -3.350 -1.130 -3.324
H -2.687 0.959 -3.330
H -4.443 0.726 -3.122
H -3.833 -1.848 -2.638
H -3.859 -1.231 -4.305
C -0.906 -1.145 -5.139
H 0.186 -1.076 -5.080
H -1.267 -0.169 -5.480
H -1.156 -1.892 -5.908
C -1.605 -3.479 -3.689
H -1.636 -3.785 -4.738
H -2.437 -3.929 -3.141
H -0.672 -3.844 -3.230
C -3.868 2.392 -0.969
H -3.902 2.735 0.075
H -4.875 2.409 -1.418
H -3.185 3.045 -1.532
C -4.744 -0.308 -0.434
H -4.582 -1.382 -0.606
H -5.630 0.029 -1.003
H -4.892 -0.137 0.646
Ir -0.980 1.167 0.918
C 1.766 -1.816 -2.082
C 1.858 -0.695 -2.801
C 0.840 0.350 -2.909
C 0.805 1.230 -1.642
C -0.635 1.189 -1.247
C -1.171 -0.098 -0.797
C -0.613 -1.491 -1.008
C 0.884 -1.772 -0.847
C -1.965 1.439 2.597
H 2.491 -2.630 -2.087
H 2.678 -0.580 -3.512
H -0.146 -0.175 -3.042
H 0.931 1.006 -3.796
H 1.457 0.840 -0.850
H 1.135 2.242 -1.924
H -1.235 1.827 -1.926
H -1.820 -0.200 0.257
H -0.952 -1.882 -1.997
H -1.138 -2.129 -0.275
H 1.242 -1.088 -0.051
H 0.970 -2.789 -0.416
H -2.087 0.448 3.067
H -2.968 1.849 2.379
H -1.472 2.124 3.314
C 1.777 -1.321 6.045
C 1.962 -1.120 4.565
C 3.062 -1.734 3.981
C 3.374 -1.552 2.636
C 4.548 -2.273 2.039
C 2.616 -0.644 1.899
C 1.499 0.033 2.453
C 1.136 -0.307 3.789
N 0.876 1.091 1.745
C 1.600 2.397 1.733
C 1.986 2.766 3.164
C 0.622 3.386 1.079
C 2.937 2.325 0.969
H 1.793 -2.390 6.306
H 2.599 -0.864 6.620
H 0.843 -0.896 6.403
H 3.676 -2.416 4.578
H 5.497 -1.790 2.308
H 4.600 -3.310 2.394
H 4.473 -2.295 0.951
H 2.934 -0.404 0.881
H 0.258 0.164 4.225
H 2.707 2.059 3.588
H 2.454 3.761 3.160
H 1.104 2.817 3.808
H 0.811 3.397 -0.001
H -0.447 3.078 1.282
H 0.769 4.377 1.529
H 2.824 1.923 -0.044
H 3.299 3.357 0.868
H 3.693 1.733 1.507
```

2.
Molecular formula: C27H49N6NaO8P2S2
Method: DFT, the ωB97M-V functional and the def2-TZVPD basis

Results
Net charge: -2
Frontier orbital gap, eV: 5.7
Lowest unoccupied orbital energy, Ha: 0.1339
ΔE to the lowest compared entry with this formula, charge and spin, kcal per mole: 0.60

The geometry in XYZ format:
```
95
C27H49N6NaO8P2S2 (the ωB97M-V functional and the def2-TZVPD basis)
Na -0.317 -1.226 0.259
N -2.446 1.343 0.908
C -1.774 2.415 0.185
C -0.409 2.062 -0.426
O 0.236 2.999 -0.985
O -0.018 0.886 -0.329
H -2.590 0.560 0.270
H -1.792 0.976 1.598
H -1.627 3.276 0.844
H -2.409 2.762 -0.634
N -2.774 -3.924 -1.927
C -1.985 -2.960 -2.800
C -2.295 -3.244 -4.262
P -2.581 -1.308 -2.233
O -4.178 -1.467 -2.663
O -2.001 -0.220 -3.049
O -2.568 -1.404 -0.740
P -0.255 -3.570 -2.375
O 0.641 -2.995 -3.559
O -0.481 -5.047 -2.563
O 0.121 -3.049 -1.033
H -3.752 -3.958 -2.206
H -2.710 -3.545 -0.972
H -2.259 -4.826 -2.013
H -3.366 -3.156 -4.465
H -1.944 -4.238 -4.545
H -1.769 -2.508 -4.868
H -4.310 -0.906 -3.436
H 1.269 -2.286 -3.292
C -3.218 -2.120 2.425
N -1.801 -1.781 2.376
C -1.040 -2.386 3.207
C 0.387 -2.240 3.277
C 1.222 -2.771 4.273
C 2.522 -2.403 3.912
C 2.388 -1.684 2.713
N 1.108 -1.572 2.327
C -3.952 -1.349 3.498
C -4.109 0.033 3.390
C -4.757 0.743 4.389
C -5.260 0.091 5.510
C -5.107 -1.282 5.625
C -4.454 -1.992 4.624
H -3.367 -3.196 2.604
H -3.641 -1.882 1.447
H -1.466 -3.097 3.935
H 0.908 -3.347 5.133
H 3.443 -2.633 4.430
H 3.181 -1.249 2.119
H -3.705 0.557 2.527
H -4.864 1.817 4.292
H -5.764 0.652 6.289
H -5.489 -1.802 6.496
H -4.329 -3.066 4.719
C 1.095 3.489 2.851
S 1.072 1.694 2.675
C 1.262 1.236 4.404
H 0.270 3.838 3.476
H 0.977 3.906 1.849
H 2.040 3.839 3.272
H 2.206 1.606 4.809
H 1.260 0.147 4.444
H 0.431 1.621 4.999
C 2.014 3.892 -4.620
C 1.216 3.092 -5.648
C 1.347 1.573 -5.527
C 0.660 0.950 -4.315
N 1.297 1.278 -3.058
C 2.305 0.595 -2.509
S 3.040 -0.753 -3.253
N 2.706 1.071 -1.314
C 3.410 0.269 -0.325
C 4.923 0.448 -0.394
C 5.370 1.898 -0.217
C 4.969 2.496 1.129
H 1.989 4.960 -4.856
H 3.059 3.572 -4.610
H 1.628 3.765 -3.610
H 1.544 3.387 -6.652
H 0.157 3.366 -5.580
H 2.403 1.287 -5.510
H 0.913 1.111 -6.422
H 0.635 -0.134 -4.426
H -0.378 1.277 -4.239
H 0.822 1.932 -2.428
H 2.051 1.745 -0.925
H 3.156 -0.784 -0.463
H 3.018 0.569 0.647
H 5.270 0.062 -1.355
H 5.376 -0.172 0.390
H 4.941 2.497 -1.025
H 6.458 1.954 -0.331
H 3.885 2.551 1.238
H 5.368 3.506 1.251
H 5.341 1.882 1.955
```

3.
Molecular formula: C27H49NO2P2W
Method: DFT, the ωB97M-V functional and the def2-TZVPD basis

Results
<S²>: 2.018
Net charge: +4
Frontier orbital gap (alpha / beta), eV: 5.6 / 5.4
Lowest unoccupied orbital energy (alpha / beta), Ha: -0.5067 / -0.5158
ΔE to the lowest compared entry with this formula, charge and spin, kcal per mole: 13.29
2S+1: 3

The geometry in XYZ format:
```
82
C27H49NO2P2W (the ωB97M-V functional and the def2-TZVPD basis)
W -0.653 1.231 -0.703
C 0.573 -0.189 -1.297
O 1.280 -1.119 -1.591
C -0.008 3.048 -1.143
O 0.389 4.139 -1.347
P -2.073 -0.433 -2.064
C -3.708 -0.903 -1.316
H -4.379 -0.602 -2.134
C -2.438 1.346 -2.565
H -2.329 1.911 -1.558
C -1.930 -1.627 -3.725
H -1.683 -2.579 -3.029
C 4.446 -0.724 -0.513
P 2.992 -0.463 0.773
H 4.014 -0.152 3.002
H 4.361 -1.782 -0.773
C 3.461 1.492 1.167
H 4.502 1.289 1.472
C -1.435 1.910 -3.564
H -1.666 1.531 -4.570
H -0.381 1.683 -3.333
H -1.540 3.006 -3.576
C -3.879 1.538 -3.085
H -4.010 2.585 -3.394
H -4.651 1.315 -2.338
H -4.039 0.911 -3.972
C -3.191 -1.474 -4.583
H -4.080 -1.728 -3.995
H -3.154 -2.179 -5.435
H -3.248 -0.459 -5.001
C -0.700 -1.124 -4.488
H -0.238 -1.944 -5.050
H 0.076 -0.695 -3.844
H -0.977 -0.350 -5.221
C -3.900 -2.406 -1.034
H -3.722 -3.039 -1.912
H -4.944 -2.587 -0.748
H -3.258 -2.728 -0.201
C -4.005 -0.076 -0.050
H -3.276 -0.289 0.750
H -5.003 -0.365 0.324
H -4.017 1.018 -0.223
C 5.750 -0.495 0.218
H 5.712 -0.832 1.263
H 6.039 0.562 0.207
H 6.550 -1.061 -0.276
C 4.304 0.008 -1.841
H 4.864 0.948 -1.862
C 1.961 -0.713 3.473
H 3.259 0.186 -2.111
H 4.719 -0.623 -2.640
C 3.776 -2.313 2.916
H 1.159 -1.353 3.078
H 2.122 -0.992 4.527
H 1.572 0.310 3.472
C 3.265 -0.897 2.690
H 4.076 -2.443 3.962
H 4.620 -2.568 2.265
H 2.977 -3.035 2.715
C 2.726 2.184 2.309
H 1.640 2.235 2.116
H 3.093 3.224 2.374
H 2.906 1.730 3.288
C 3.454 2.463 -0.009
H 3.554 2.002 -0.992
H 4.296 3.163 0.127
H 2.531 3.065 -0.026
H 2.989 -1.928 0.628
H -2.008 -2.935 -3.825
N -1.097 0.473 1.069
C -1.268 0.078 2.186
C -1.766 0.053 3.491
C -2.538 -1.032 3.980
C -3.148 -0.927 5.231
C -2.975 0.221 6.014
C -2.190 1.280 5.546
C -1.572 1.195 4.300
H -2.671 -1.927 3.364
H -3.774 -1.747 5.603
H -3.455 0.292 6.995
H -2.061 2.186 6.145
H -0.972 2.024 3.918
```

4.
Molecular formula: C27H50F3I2NO8PS
Method: DFT, the ωB97M-V functional and the def2-TZVPD basis

Results
Net charge: -1
Frontier orbital gap, eV: 3.0
Lowest unoccupied orbital energy, Ha: 0.0281

The geometry in XYZ format:
```
93
C27H50F3I2NO8PS (the ωB97M-V functional and the def2-TZVPD basis)
C 4.248 5.782 1.362
C 2.922 4.856 1.037
O 1.682 5.668 1.253
C 0.940 5.165 2.429
C -0.027 3.944 1.898
O -0.130 2.970 2.995
C 0.238 1.600 2.544
C -1.038 0.904 1.781
C -0.696 0.484 0.198
C -0.914 1.622 -0.961
I 0.828 2.040 -2.272
C -2.137 2.427 -1.212
C -3.486 2.200 -0.314
I -2.219 4.013 -2.778
C -1.017 -1.104 -0.125
P -2.769 -1.643 -0.643
C -3.251 -1.066 -2.395
O -2.680 -3.414 -0.746
C -0.978 -1.630 1.463
C 0.335 -2.457 1.985
C 1.637 -1.535 2.361
C 3.009 -2.437 2.346
C 3.434 -3.017 0.872
C 3.693 -1.874 -0.277
C 3.331 -2.453 -1.799
C 2.407 -1.318 -2.562
C 1.626 -1.873 -3.900
C 0.002 -1.548 -3.753
C -0.633 -0.914 -5.125
O -0.439 0.545 -5.171
C -1.733 1.247 -5.150
N -1.520 -0.466 2.291
C -1.685 -0.671 3.782
C -3.029 0.090 4.393
C -2.695 1.458 5.234
F -1.443 1.420 6.025
F -2.798 2.595 4.287
F -3.809 1.657 6.234
H 5.185 5.136 1.080
H 4.225 6.063 2.508
H 4.142 6.782 0.762
H 2.964 4.464 -0.086
H 2.916 3.883 1.717
H 1.707 4.847 3.266
H 0.230 5.969 2.915
H -1.132 4.282 1.639
H 0.442 3.533 0.908
H 1.200 1.732 1.876
H 0.599 1.023 3.515
H -1.920 1.667 1.928
H 0.497 0.449 0.262
H -4.412 2.420 -1.003
H -3.627 1.130 0.129
H -3.549 3.004 0.565
H -0.179 -1.694 -0.698
H -3.065 0.088 -2.446
H -2.764 -1.688 -3.260
H -4.433 -1.206 -2.480
H -2.685 -3.705 -1.707
H -1.862 -2.395 1.532
H 0.632 -3.205 1.109
H 0.066 -3.154 2.917
H 1.500 -1.092 3.460
H 1.801 -0.623 1.647
H 3.909 -1.829 2.783
H 2.842 -3.363 3.066
H 2.624 -3.766 0.419
H 4.422 -3.661 1.001
H 4.859 -1.653 -0.303
H 3.168 -0.842 -0.049
H 2.653 -3.433 -1.746
H 4.295 -2.713 -2.424
H 3.098 -0.425 -2.918
H 1.675 -0.870 -1.746
H 2.067 -1.444 -4.919
H 1.727 -3.055 -3.990
H -0.197 -0.785 -2.889
H -0.572 -2.547 -3.443
H -1.766 -1.252 -5.189
H -0.017 -1.349 -6.051
H -1.604 2.394 -5.443
H -2.115 1.220 -4.042
H -2.570 0.765 -5.813
H -2.533 -0.433 1.970
H -0.726 -0.450 4.422
H -1.902 -1.836 3.929
H -3.494 -0.676 5.181
H -3.861 0.244 3.570
O -0.699 -6.304 -1.604
S -0.733 -5.843 -3.004
O -1.848 -4.894 -3.182
O -0.925 -7.000 -3.898
O 0.539 -5.174 -3.333
```

5.
Molecular formula: C27H50IrOP2
Method: DFT, the ωB97M-V functional and the def2-TZVPD basis

Results
<S²>: 8.791
Net charge: +2
Frontier orbital gap (alpha / beta), eV: 7.2 / 6.0
Lowest unoccupied orbital energy (alpha / beta), Ha: -0.2046 / -0.2865
ΔE to the lowest compared entry with this formula, charge and spin, kcal per mole: 0.00
2S+1: 6

The geometry in XYZ format:
```
81
C27H50IrOP2 (the ωB97M-V functional and the def2-TZVPD basis)
Ir -1.992 2.305 -2.023
C -0.450 -0.715 -0.438
C -1.820 -0.699 -0.768
C -0.658 0.735 -2.261
C 0.270 0.160 -1.277
C -2.005 0.190 -1.930
C 0.170 -1.630 0.564
H -0.535 -1.879 1.372
H 1.052 -1.188 1.044
H 0.508 -2.583 0.117
C 1.740 0.198 -1.421
H 2.264 -0.085 -0.502
H 2.047 1.206 -1.699
H 2.066 -0.457 -2.239
C -0.241 0.989 -3.658
H -0.310 0.037 -4.221
H 0.794 1.347 -3.671
H -0.937 1.719 -4.117
C -3.006 -0.172 -2.971
H -2.634 -0.997 -3.601
H -3.167 0.716 -3.606
H -3.962 -0.483 -2.502
C -2.826 -1.672 -0.278
H -2.710 -2.655 -0.758
H -3.821 -1.297 -0.525
H -2.753 -1.822 0.805
C 0.602 1.469 2.279
C -0.460 1.129 3.009
C -1.716 0.913 2.219
C -2.583 2.193 2.169
C -2.264 3.191 1.147
C -1.059 3.962 0.835
C 0.294 3.847 1.499
C 0.944 2.455 1.262
H -2.300 0.087 2.641
H -2.591 2.693 3.151
H -1.494 0.619 1.177
H 2.052 2.567 1.214
H 2.101 0.450 2.253
H -0.524 0.962 4.098
H 0.619 1.995 0.305
H 0.984 4.540 0.979
H -0.853 4.004 -0.249
H 0.211 4.092 2.566
H -3.608 1.845 1.973
H -2.961 3.107 0.275
P -2.146 5.410 1.083
P -2.774 4.209 -2.234
C -3.298 6.104 -0.112
C -2.863 5.934 -1.551
H -3.337 7.188 0.114
H -4.303 5.691 0.067
H -3.591 6.459 -2.195
H -1.889 6.416 -1.727
C -2.114 4.784 -3.848
H -2.091 3.943 -4.552
H -1.107 5.192 -3.669
H -2.754 5.588 -4.233
C -4.564 3.897 -2.501
H -5.026 4.787 -2.941
H -5.049 3.668 -1.541
H -4.656 3.053 -3.196
C -0.876 6.689 1.231
H -0.034 6.354 1.847
H -1.308 7.591 1.684
H -0.505 6.973 0.239
C -3.072 5.506 2.619
H -4.099 5.153 2.473
H -3.117 6.549 2.964
H -2.630 4.899 3.411
C 3.097 0.322 4.498
C 3.831 0.406 3.181
C 5.083 -0.436 3.084
O 2.982 -0.003 2.093
H 2.849 -0.720 4.728
H 2.183 0.917 4.449
H 3.719 0.724 5.297
H 4.119 1.459 3.001
H 4.835 -1.505 3.099
H 5.615 -0.208 2.159
H 5.756 -0.218 3.910
```

- Which of these has the lowest net charge?
  C27H49N6NaO8P2S2